[1]
DFT (the ωB97M-V functional and the def2-TZVPD basis) results for one molecule with the formula C6H6ClOPS2 in a non-equilibrium geometry.

Lowest unoccupied orbital energy, eV: -0.773
HOMO-LUMO gap, hartree: 0.302

```
17
Properties=species:S:1:pos:R:3:forces:R:3
O 0.301 -1.232 -1.849 -0.017 -0.664 0.185
C -0.309 -0.758 -0.912 0.276 1.728 -0.911
C -1.035 -1.543 0.069 -0.651 -2.900 0.166
C -1.971 -1.064 0.934 1.902 1.895 -0.786
C -2.151 0.425 0.892 1.631 -1.243 -2.560
C -1.527 1.214 -0.013 0.130 0.867 0.775
C -0.315 0.755 -0.776 -1.140 -0.251 1.769
S 1.111 1.215 0.403 -0.338 -0.483 -0.933
P 2.682 -0.101 -0.269 -0.346 1.205 -0.192
S 4.268 1.256 0.223 -0.501 -0.440 0.424
Cl 2.778 -1.410 1.259 -0.033 -0.642 0.706
H -0.826 -2.642 -0.186 -0.553 1.492 1.052
H -2.511 -1.605 1.706 0.084 -0.287 -0.504
H -2.906 0.844 1.419 -2.314 1.082 1.765
H -1.777 2.313 -0.169 0.155 -1.561 0.594
H -0.336 1.312 -1.692 0.892 -0.110 -0.685
H 4.525 1.023 -1.039 0.822 0.313 -0.865
```
Positions in Å, forces in eV/Å.



[2]
DFT (the ωB97M-V functional and the def2-TZVPD basis) results for C6H6CrO18 as an isolated structure in a non-equilibrium geometry.

Net charge: -4
Lowest unoccupied orbital energy (spin up / spin down), eV: 9.194 / 9.194
HOMO-LUMO gap (spin up / spin down), hartree: 0.197 / 0.217
2S+1: 5
ΔE to the lowest compared entry with this formula, charge and spin, kcal per mole: 0.0
Expectation value of S²: 6.003

```
31
Properties=species:S:1:pos:R:3:forces:R:3
Cr -0.027 0.208 -0.009 0.187 -0.488 0.333
O 2.743 -2.153 2.498 -0.044 0.008 0.810
C 2.755 -1.554 1.240 -0.432 0.552 -2.662
O 1.761 -0.882 0.911 -0.069 -0.050 1.017
O 3.746 -1.813 0.520 0.415 -0.336 1.032
H 3.610 -2.572 2.520 -0.013 -0.026 -0.129
O -0.527 1.811 1.837 -0.413 0.149 -0.190
C -1.568 2.449 2.496 -1.071 1.069 2.851
O -1.260 3.575 3.039 0.829 -0.013 -1.005
O -2.646 1.893 2.707 0.345 -0.692 -1.025
H 0.144 2.505 1.816 0.184 -0.186 -0.255
O -3.273 0.712 -2.848 0.530 -0.202 -0.369
C -3.012 0.808 -1.459 -0.237 0.081 1.517
O -3.976 0.660 -0.715 -0.163 0.087 -0.613
O -1.806 1.056 -1.189 0.242 -0.135 -0.162
H -2.355 0.628 -3.149 -0.096 0.139 -0.277
O -1.821 -3.411 1.055 0.342 -0.641 0.056
C -2.002 -2.090 1.421 -0.746 2.867 -0.243
O -3.070 -1.820 1.999 0.010 -1.194 0.396
O -1.134 -1.251 1.090 0.514 -0.783 -0.614
H -2.609 -3.788 1.465 -0.011 -0.088 -0.122
O 2.727 3.567 0.011 -0.061 0.839 0.081
C 2.439 2.296 -0.431 -0.499 -3.153 -0.579
O 3.373 1.659 -0.938 0.492 1.032 -0.083
O 1.272 1.861 -0.251 -0.235 1.209 0.271
H 3.636 3.624 -0.309 0.050 0.110 0.158
O 0.195 -2.282 -3.751 -0.425 -0.362 -0.482
C 0.956 -1.484 -2.889 0.557 1.849 0.989
O 0.242 -0.766 -2.123 -0.073 -0.666 -0.312
O 2.173 -1.485 -3.030 -0.044 -0.744 -0.480
H -0.691 -1.960 -3.535 -0.066 -0.232 0.092
```
Positions in Å, forces in eV/Å.



[3]
DFT (the ωB97M-V functional and the def2-TZVPD basis) results for C6H6CuLiO2 as an isolated structure in a non-equilibrium geometry.

Net charge: +3
Lowest unoccupied orbital energy (spin up / spin down), eV: -13.068 / -15.617
HOMO-LUMO gap (spin up / spin down), hartree: 0.329 / 0.270
2S+1: 2
ΔE to the lowest compared entry with this formula, charge and spin, kcal per mole: 36.9
Expectation value of S²: 0.780

```
16
Properties=species:S:1:pos:R:3:forces:R:3
C -0.663 2.142 -0.126 -0.262 0.393 0.691
C -1.274 0.925 -0.307 0.764 -1.461 -0.885
C -1.293 -0.235 0.562 -1.787 1.780 -0.271
H -0.898 2.932 -0.848 0.205 -0.046 0.111
H -0.293 2.442 0.862 0.067 0.070 -0.286
H -1.693 0.712 -1.295 -0.383 0.159 0.336
H -2.163 -0.896 0.474 0.414 -0.425 -0.307
C -0.909 -0.090 1.878 1.002 0.236 2.630
O -0.530 -0.001 2.944 -0.674 -0.173 -1.777
O 1.923 -0.220 -0.798 0.515 -2.584 -1.580
C 1.255 -1.260 -0.848 -1.574 2.155 4.328
C 0.255 -1.997 -0.457 3.855 -1.601 -2.766
Cu 1.191 1.519 -1.140 -0.750 1.219 -0.312
Li 3.935 -0.585 -0.114 0.603 -0.032 0.002
H 0.902 -2.770 -1.224 -1.571 0.233 -0.068
H 0.256 -2.619 0.438 -0.422 0.077 0.155
```
Positions in Å, forces in eV/Å.



[4]
DFT (the ωB97M-V functional and the def2-TZVPD basis) results for a 2-piece molecular cluster, C6H6F2O overall in a non-equilibrium geometry.

Lowest unoccupied orbital energy, eV: 0.585
HOMO-LUMO gap, hartree: 0.372
ΔE to the lowest compared entry with this formula, charge and spin, kcal per mole: 16.2

```
15
Properties=species:S:1:pos:R:3:forces:R:3
F 3.362 1.161 0.822 -2.060 -0.514 -0.202
C 2.015 0.877 0.666 -0.888 -0.480 -0.832
C 1.547 -0.176 -0.176 1.432 -1.076 0.635
C 0.213 -0.576 -0.325 -0.536 2.316 1.016
C -0.758 0.288 0.271 0.328 -0.198 1.049
C -0.378 1.396 1.081 1.006 -1.832 -0.918
C 1.012 1.615 1.283 -1.115 0.907 -0.015
F 1.292 2.663 2.083 0.524 -0.203 -0.025
H 2.330 -0.855 -0.539 -0.231 0.453 -0.160
H -0.140 -1.470 -0.855 0.711 0.543 0.210
H -1.809 -0.029 0.282 0.411 0.390 -0.350
H -1.108 2.005 1.629 0.485 -0.273 -0.384
O -2.680 -1.935 -2.011 0.491 -1.093 -0.146
H -3.107 -2.696 -2.465 0.484 0.791 0.494
H -1.793 -2.269 -1.747 -1.042 0.269 -0.372
```
Positions in Å, forces in eV/Å.